# C3H4OS2

A 2-piece molecular cluster, C3H4OS2 overall in a non-equilibrium geometry (the ωB97M-V functional and the def2-TZVPD basis, the OMol25 dataset).

Relative energy (zero: lowest compared OMol25 entry of this formula, charge and spin)   499.16 kJ/mol
Orbital gap   7.98 eV
Total charge   0

Structure (XYZ):
```
10
Properties=species:S:1:pos:R:3:forces:R:3
C 1.256978 -0.531775 -1.059762 -4.19 0.37 -3.11
C 1.106779 -0.083809 0.106316 0.88 0.55 2.23
C 0.608489 0.248700 1.292448 3.56 2.08 1.56
O -1.786219 1.249025 -0.700083 0.37 1.39 -0.15
S -3.171815 -1.010348 0.124557 0.46 0.05 0.37
S -1.561382 -0.015354 -0.055402 -2.88 -1.61 -0.86
H 1.821690 -0.355208 -1.950922 0.96 -0.29 0.30
H 0.694912 1.370733 1.584255 -0.95 -1.70 -0.98
H 1.020663 -0.292348 2.174753 -1.06 -0.36 -0.69
H 0.009904 -0.579612 -1.516157 2.84 -0.48 1.33
```
Forces are in eV/Å.



# C11H22N6O5Pt

C11H22N6O5Pt as an isolated structure in a non-equilibrium geometry (the ωB97M-V functional and the def2-TZVPD basis, the OMol25 dataset).

Relative energy (zero: lowest compared OMol25 entry of this formula, charge and spin)   513.48 kJ/mol
Orbital gap (alpha / beta)   3.44 / 5.96 eV
⟨S²⟩   2.0284
Total charge   0
2S+1   3

Structure (XYZ):
```
45
Properties=species:S:1:pos:R:3:forces:R:3
O 2.318430 2.130197 -1.487116 1.71 0.12 -0.97
H 2.312156 2.914537 -2.056701 0.01 -0.32 0.07
Pt 0.378270 0.191437 -0.177124 0.21 -5.09 0.01
N -1.267599 -0.450292 -1.105478 -0.52 -0.17 0.91
N 1.018140 -0.404136 -1.979585 -0.73 -0.64 0.02
O -2.591826 -0.354007 -0.679573 -0.88 0.51 1.18
O 2.214954 -0.082062 -2.475065 1.22 0.45 0.04
C -1.168293 -1.014358 -2.299856 0.84 -0.04 -0.41
C 0.153193 -1.040892 -2.796132 -0.91 0.50 0.75
C -2.438124 -1.432207 -2.923325 -0.26 -0.68 -1.16
C 0.619984 -1.557302 -4.101286 -0.09 -0.24 -0.58
H -3.113638 -0.583621 -3.105558 0.24 -0.18 0.12
H -2.982447 -2.156816 -2.305848 0.09 0.15 -0.07
H -2.228713 -1.901599 -3.890083 -0.11 0.04 0.10
H 1.620569 -1.995157 -4.020882 -0.19 0.13 0.04
H 0.667752 -0.761140 -4.857401 0.08 -0.15 0.12
H -0.064867 -2.330516 -4.465625 0.09 0.13 0.00
H -2.605026 0.201925 0.126789 0.42 -0.37 -0.91
H 2.352906 1.006594 -2.111354 -0.13 0.05 0.00
O 0.873093 -2.747795 1.488054 -0.04 -0.77 0.33
H 0.030454 -3.163966 1.736777 0.34 0.27 -0.21
H 1.452238 -3.501847 1.284536 -0.25 0.40 0.01
C 0.669070 2.173646 -0.521218 -1.39 5.16 -0.45
H 1.016996 2.375459 0.492542 -0.21 -0.53 -0.04
H -0.057447 1.606718 -1.221985 0.21 0.75 0.68
H 0.310568 3.152562 -0.837575 0.38 0.29 -0.17
O -1.177209 4.928174 -0.556466 -0.80 0.28 0.40
H -2.088573 4.771762 -0.864271 0.58 0.05 0.14
H -1.284386 5.135309 0.389651 0.14 -0.18 -0.57
N 3.409590 -0.102368 2.674586 -0.02 0.07 0.54
C 4.310465 -0.232364 1.622216 -0.38 0.03 0.06
C 3.589190 -0.154515 0.462064 -0.64 0.09 1.06
N 2.260155 0.011826 0.809921 -0.05 0.02 0.57
C 2.167341 0.054432 2.142796 0.97 -0.26 -1.22
C 0.857088 0.171947 2.710999 -1.47 -0.13 -0.23
N -0.178490 0.231460 1.866405 0.19 0.19 0.14
C -1.349927 0.297468 2.600595 1.43 -0.04 0.57
C -1.003357 0.258937 3.924501 0.18 -0.08 -0.11
N 0.382951 0.169329 3.986194 0.29 0.11 0.04
H 3.608697 -0.111048 3.674463 0.15 -0.02 -0.75
H 5.366459 -0.369129 1.780828 -0.07 0.03 0.10
H 3.906148 -0.213791 -0.565048 -0.13 0.06 -0.03
H -2.325290 0.370090 2.146499 0.14 -0.02 0.12
H -1.609047 0.280904 4.812080 0.04 0.00 0.05
H 0.980703 0.126519 4.808564 -0.64 0.05 -0.28
```
Forces are in eV/Å.



# C58H154N10O23

A 14-piece molecular cluster, C58H154N10O23 overall in a non-equilibrium geometry (the ωB97M-V functional and the def2-TZVPD basis, the OMol25 dataset).

Orbital gap   8.92 eV
Total charge   0

Structure (XYZ):
```
245
Properties=species:S:1:pos:R:3:forces:R:3
C 2.808761 6.274359 0.393827 0.64 -1.69 1.45
C 3.368779 4.865556 0.828733 -0.80 1.77 1.37
O 4.748928 4.820896 0.802464 2.07 -0.23 -0.89
O 2.493577 6.272124 -0.952043 -0.96 0.50 -0.96
H 3.475187 7.079921 0.702146 0.72 -0.08 -0.30
H 1.978324 6.480113 1.069217 -0.92 -0.17 -0.76
H 2.955201 4.029039 0.265458 -0.09 0.24 -0.13
H 3.170703 4.748422 1.894163 -1.10 -0.30 0.10
H 5.065449 5.296333 1.574068 0.15 -0.02 -0.13
H 3.254780 6.443190 -1.511419 0.18 0.00 0.27
C 0.781483 0.707471 -5.188673 -1.62 -1.19 -2.38
C -0.613429 0.108189 -5.784840 1.49 0.89 1.78
O -0.456871 -0.661653 -6.955691 0.30 0.11 0.18
O 1.178345 1.796368 -6.008108 0.06 0.93 0.70
H 1.524760 -0.081036 -5.306511 0.09 -0.21 0.45
H 0.697181 1.019892 -4.147821 -0.10 0.24 -0.24
H -1.256244 0.974060 -5.943471 -0.16 0.04 -0.08
H -1.060727 -0.519427 -5.014041 -0.06 -0.19 -0.16
H -0.168805 -0.063811 -7.649384 -0.05 -0.07 -0.26
H 1.199248 1.580442 -6.943277 0.12 -0.43 0.10
C 3.002773 -2.979489 1.022795 0.67 -0.59 -0.21
C 4.318383 -2.430754 1.674778 -0.19 -0.47 -1.60
O 4.082981 -1.164770 2.244820 -0.72 0.59 0.62
O 2.095519 -3.464187 1.936610 -0.65 -1.09 1.28
H 3.138589 -3.887487 0.435270 1.20 0.11 -0.31
H 2.466848 -2.348281 0.313939 0.61 0.87 0.12
H 5.120802 -2.312836 0.946548 -0.19 -0.11 -0.50
H 4.734602 -3.126197 2.403634 -0.51 -0.28 0.28
H 4.857341 -0.885962 2.739019 0.23 -0.06 0.05
H 1.659964 -2.776857 2.445987 -0.28 0.71 0.23
C 5.560357 0.554282 -0.720417 -0.12 0.10 0.03
C 4.789507 1.767332 -0.136456 0.76 -2.12 1.96
O 3.744015 1.271694 0.749842 -0.56 1.36 -1.22
O 6.368339 -0.152283 0.266269 -0.63 1.59 -0.13
H 6.147348 0.912946 -1.565930 0.48 0.02 0.04
H 4.861784 -0.175104 -1.130388 -0.35 0.11 -0.03
H 4.406330 2.459033 -0.886667 -0.39 -0.46 -0.09
H 5.457885 2.353904 0.493858 0.29 0.10 -0.22
H 4.032120 0.547073 1.309772 0.44 -0.41 -0.14
H 6.816174 -0.867566 -0.191344 -0.24 -0.09 -0.35
C -4.383208 1.716038 -2.173042 -0.69 0.20 0.15
C -5.945237 1.643691 -2.305646 1.59 -0.25 0.50
C -6.671280 2.305327 -1.112153 0.49 -0.11 0.97
O -6.088857 1.980244 0.160672 -0.10 -1.33 0.37
C -6.493799 0.672248 0.623593 0.70 -0.23 -0.15
N -6.229146 2.230784 -3.588267 -0.88 0.60 -0.36
H -4.088834 2.728902 -1.898207 -0.06 0.15 0.28
H -3.928273 1.577497 -3.153828 -0.15 -0.40 -0.04
H -3.936695 1.029417 -1.453822 -0.14 -0.02 -0.01
H -6.242288 0.599045 -2.398197 -0.02 -0.15 0.30
H -7.726763 2.051447 -1.014184 -0.26 -0.14 -0.61
H -6.613606 3.393761 -1.121527 0.16 0.11 -0.50
H -5.762111 0.187426 1.269870 0.44 0.81 0.38
H -6.504952 -0.074186 -0.170652 -0.57 0.25 -0.49
H -7.416540 0.662983 1.203739 -0.29 0.33 -0.32
H -7.203903 2.495155 -3.596045 -0.40 -0.06 -0.39
H -5.742328 3.110344 -3.685615 0.29 0.20 -0.01
C 0.883020 -0.696422 -1.162739 0.03 -0.47 1.26
C 0.125083 0.610513 -1.245507 0.97 0.32 -0.25
C -0.867716 0.992525 -0.094083 0.67 -0.19 -0.95
O -1.832608 -0.030194 0.050410 0.25 0.33 -0.38
C -2.779211 0.083469 1.086128 -0.24 -0.98 0.02
N 1.127302 1.696750 -1.458109 -0.69 0.68 0.12
H 1.633151 -0.607734 -0.376897 0.32 0.04 -0.09
H 1.370310 -0.883817 -2.119569 0.10 -0.05 0.08
H 0.298543 -1.573209 -0.883947 -0.38 -0.01 -0.22
H -0.377503 0.501648 -2.206579 -0.84 0.57 0.14
H -1.299118 1.958352 -0.357111 -0.35 0.08 -0.17
H -0.334930 1.167339 0.840627 0.28 -0.18 0.27
H -2.344732 0.169087 2.082122 0.38 0.16 0.11
H -3.283716 -0.881640 1.039916 -0.14 -0.11 0.28
H -3.577578 0.818561 0.984342 0.28 0.60 -0.47
H 1.725653 1.921656 -0.676127 -0.31 -0.38 0.77
H 1.818709 1.484487 -2.163097 -0.32 -0.43 -0.43
C 3.893272 -2.630776 -2.309556 0.76 0.39 0.68
C 5.242593 -2.641677 -2.999236 -0.16 -1.69 -0.13
C 6.381022 -3.331755 -2.181005 0.13 -0.09 -1.35
O 6.604668 -2.627545 -1.022698 -0.19 1.17 1.67
C 7.655660 -3.072475 -0.199383 -0.27 -0.67 0.08
N 5.085339 -3.334865 -4.291552 1.11 0.20 0.06
H 3.494744 -3.644821 -2.278302 -0.33 0.20 0.05
H 3.293011 -1.926913 -2.886064 -0.48 -0.40 0.07
H 4.025177 -2.218934 -1.309014 -0.29 -0.10 0.17
H 5.441692 -1.585117 -3.178551 0.82 -0.06 -0.15
H 7.312276 -3.400132 -2.743312 0.17 0.50 -0.64
H 6.252793 -4.385780 -1.934657 -1.03 -0.34 -0.01
H 7.597231 -2.562849 0.762362 0.31 0.64 -0.30
H 8.601994 -2.980539 -0.732402 0.26 0.18 0.29
H 7.538451 -4.105327 0.128608 -0.15 -0.49 -0.46
H 4.322430 -2.897395 -4.788246 -0.19 0.40 -0.14
H 4.757562 -4.282918 -4.173870 0.11 -0.26 0.48
C -7.890685 -0.175100 4.945123 0.58 -1.29 0.96
C -7.275862 0.927630 5.861359 -1.31 -1.96 -2.09
C -6.667864 1.975302 4.950243 -0.54 1.16 1.44
O -5.604566 1.428216 4.276271 0.17 -2.20 -0.58
C -4.856495 2.367102 3.620385 0.75 1.96 0.32
N -8.395838 1.428776 6.621129 0.22 1.81 1.17
H -8.098275 -1.041094 5.573668 -0.54 0.00 0.40
H -7.258048 -0.689133 4.221483 0.42 0.85 -0.32
H -8.832644 0.121265 4.483622 0.18 0.34 0.04
H -6.504395 0.554960 6.535208 0.33 -0.35 -0.35
H -6.348524 2.790351 5.599720 0.54 0.42 0.28
H -7.366263 2.488962 4.289577 -0.52 -0.45 -0.34
H -4.017519 2.025808 3.013963 -0.40 -0.77 0.01
H -4.412720 2.976599 4.407587 0.41 0.58 0.01
H -5.469245 3.047141 3.028628 -0.16 -0.03 -0.38
H -8.918808 0.800457 7.214263 -0.03 -1.13 -0.79
H -7.948708 1.929312 7.375875 -0.07 1.05 0.14
C -4.808828 -5.245022 -0.934670 -0.16 -0.55 -0.03
C -4.291023 -3.820727 -0.867710 0.19 -0.41 0.44
C -2.754857 -3.826645 -0.705953 0.44 0.45 2.34
O -2.343280 -4.272349 0.609919 0.65 -0.74 0.80
C -0.908562 -4.226239 0.860395 -0.25 0.58 -0.90
N -4.651750 -3.079574 -2.066725 -0.01 -0.76 -0.51
H -4.542722 -5.733834 -1.871873 0.02 0.06 -0.22
H -5.888911 -5.320373 -0.808847 -0.04 0.23 -0.19
H -4.379152 -5.861563 -0.145143 0.18 0.18 0.13
H -4.851616 -3.376098 -0.045439 0.71 0.36 0.43
H -2.419615 -2.789561 -0.719463 0.25 0.22 -0.81
H -2.233995 -4.485041 -1.401155 -0.22 0.22 -0.68
H -0.511590 -4.580954 1.811546 -1.24 -0.09 0.48
H -0.548424 -3.200348 0.783283 -0.05 0.25 -0.12
H -0.304904 -4.823837 0.177332 -0.32 -0.13 -0.68
H -4.147606 -3.587596 -2.779353 -0.20 0.13 -0.81
H -4.284793 -2.139583 -2.109848 0.13 0.20 0.41
C -0.091797 4.426856 -2.938050 0.24 -0.97 -0.51
O -0.611169 4.951886 -4.157111 0.88 0.68 -0.29
C 0.349863 5.721304 -4.985520 -1.84 -0.36 0.58
C -0.486763 6.317495 -6.138634 -0.10 0.55 1.24
N -1.015842 5.355183 -7.096775 0.36 1.12 0.09
C 0.044578 4.984029 -8.017808 -1.62 -0.93 -0.78
C 0.395781 6.111451 -9.027227 1.18 -1.52 0.83
O 1.469307 6.850367 -8.495239 -0.01 1.47 0.39
C 2.737500 6.570002 -8.980895 0.63 -1.32 0.38
H 0.830640 3.870692 -3.105090 0.23 0.07 -0.15
H -0.778865 3.664676 -2.570484 -0.30 0.07 -0.16
H 0.099445 5.085815 -2.091118 -0.09 0.80 -0.39
H 1.135801 5.074106 -5.374828 0.15 -0.17 0.26
H 0.740261 6.511600 -4.344335 0.32 0.09 -0.15
H 0.064775 7.125242 -6.619715 0.41 -0.47 -0.40
H -1.275194 6.913682 -5.679248 -0.49 -0.43 0.21
H -1.370039 4.544764 -6.609053 0.01 -0.05 0.13
H -0.359823 4.141022 -8.578081 -0.17 -0.06 -0.42
H 0.834330 4.489522 -7.452257 1.06 0.66 -0.33
H -0.446416 6.764632 -9.255617 -0.05 -0.10 0.28
H 0.759988 5.647446 -9.943826 -0.28 -0.10 -0.31
H 3.007566 5.518193 -8.886758 -0.51 -0.78 -0.18
H 3.491850 6.937762 -8.285327 -0.14 1.07 -0.40
H 2.877853 6.791108 -10.038968 0.13 0.62 0.02
C 4.475940 1.781992 -7.079417 -0.42 0.51 0.33
O 4.001194 0.446197 -7.208893 0.56 -0.49 -0.82
C 4.988400 -0.589632 -6.997811 0.29 0.97 1.77
C 4.405591 -1.962327 -7.094872 -1.84 -0.82 -0.68
N 3.262942 -2.248383 -6.189939 -0.03 0.04 -0.21
C 2.538352 -3.490932 -6.477735 0.15 -1.43 -0.03
C 1.315775 -3.678853 -5.582895 0.29 1.42 -0.17
O 1.654434 -3.848934 -4.200460 -0.42 -0.35 -0.58
C 0.499747 -3.692379 -3.382007 0.04 0.62 -0.33
H 4.279240 2.137826 -6.068084 0.24 -0.05 0.21
H 3.938981 2.478017 -7.723877 -0.62 -0.45 -0.21
H 5.501130 2.026207 -7.357696 0.44 -0.91 0.14
H 5.367056 -0.474214 -5.982234 0.18 0.19 0.34
H 5.858752 -0.463734 -7.641799 -0.15 -0.08 -0.40
H 5.067438 -2.803786 -6.889883 0.73 0.55 -0.20
H 4.070298 -2.024842 -8.130141 -0.16 -0.45 -0.42
H 2.596943 -1.489111 -6.197556 -0.05 0.13 -0.17
H 3.098699 -4.424965 -6.436449 1.17 0.26 0.85
H 2.260510 -3.635382 -7.521786 -0.72 0.82 -0.43
H 0.585308 -4.407939 -5.933525 0.36 -0.56 -0.04
H 0.824553 -2.729032 -5.794146 -0.70 0.44 0.81
H 0.676429 -3.901657 -2.326978 0.53 -0.22 -0.18
H -0.341054 -4.299910 -3.716777 -0.02 -0.24 -0.14
H 0.197003 -2.646810 -3.438819 -0.28 0.21 0.04
C 4.798890 -6.231806 6.725116 0.44 0.21 0.57
O 5.087061 -5.717485 5.457155 0.43 1.05 -0.90
C 4.908121 -4.257675 5.301673 -1.15 -1.53 0.34
C 3.401723 -3.893185 5.342805 2.05 0.51 -1.34
N 3.427927 -2.423653 5.107904 -1.63 0.08 0.94
C 2.192665 -1.750370 5.610634 0.93 -0.43 -0.96
C 0.924337 -2.134294 4.830689 -0.59 1.24 0.14
O 0.812597 -1.710441 3.432244 1.16 0.75 0.93
C 1.025626 -0.259738 3.251587 -0.46 -1.32 -0.11
H 4.996183 -7.290969 6.890517 -0.07 -0.36 -1.24
H 3.743726 -6.093337 6.960852 0.09 0.32 0.59
H 5.545334 -5.845469 7.419130 -0.56 0.79 0.66
H 5.306348 -4.010573 4.317568 0.03 -0.23 0.05
H 5.389133 -3.594572 6.020706 0.48 -0.57 0.44
H 2.997903 -4.209519 6.304553 -0.34 0.42 -0.13
H 2.989553 -4.423074 4.484064 -0.70 -0.19 0.29
H 3.375273 -2.243751 4.115443 0.41 -0.24 -0.38
H 2.362585 -0.675497 5.548494 -0.06 0.06 0.02
H 2.115989 -1.990821 6.671009 -0.45 -0.07 0.00
H 0.097138 -1.599435 5.297338 -0.28 -0.18 0.45
H 0.737915 -3.205311 4.909922 -0.01 0.02 -0.48
H 2.033150 0.065752 3.510530 -0.07 -0.16 0.15
H 0.260856 0.279187 3.810861 0.17 0.06 0.04
H 0.888753 -0.076518 2.185858 -0.04 -0.09 0.06
C -4.323978 4.840056 0.362889 0.06 0.10 -0.49
O -3.364447 5.798401 0.761973 -0.93 0.37 0.93
C -2.119103 5.872450 0.161968 0.84 -1.43 -1.01
C -1.149704 4.808368 0.718789 0.13 1.41 -1.53
N -0.628306 5.321531 1.941465 0.38 -0.22 0.43
C 0.011288 4.219846 2.667116 -0.02 0.99 0.48
C -1.078700 3.508785 3.424043 -0.62 -0.04 0.57
O -0.595582 2.493748 4.200764 2.68 -1.56 0.26
C -1.439731 1.835703 5.080834 -0.28 0.27 -0.05
H -4.103343 3.781234 0.498275 0.52 -0.09 0.69
H -4.519283 4.871216 -0.709021 -0.12 0.54 -0.30
H -5.228238 5.094126 0.915930 0.02 -0.15 -0.12
H -1.690502 6.865242 0.298979 -0.12 0.01 0.49
H -2.152027 5.764637 -0.922182 -0.44 -0.23 -0.35
H -0.316362 4.756522 0.018114 0.00 -0.55 -0.22
H -1.615436 3.836884 0.884360 -0.27 -0.19 -0.57
H -1.488325 5.592316 2.396599 0.14 0.35 0.98
H 0.735800 4.646099 3.361009 -0.03 -0.12 0.31
H 0.613985 3.618977 1.986070 -0.34 -0.28 -0.15
H -1.879467 3.116669 2.797067 -0.19 0.19 -0.50
H -1.512971 4.218059 4.128623 -0.42 0.63 -0.14
H -0.858048 1.302953 5.833114 0.20 0.24 0.03
H -2.014215 1.071127 4.557872 -0.59 0.06 -0.03
H -2.049647 2.607279 5.550691 -0.56 -0.34 0.35
C -0.129701 -6.811682 7.957326 -0.50 0.98 0.75
O -0.757245 -5.582493 8.380182 0.01 0.25 -0.93
C -0.872294 -4.676459 7.242687 -0.13 -0.09 0.76
C -1.428456 -3.304570 7.656275 -0.08 -0.87 0.91
N -2.806679 -3.378024 8.167798 0.21 -0.16 -0.54
C -3.755162 -3.963681 7.237920 -1.19 1.93 -0.38
C -4.018086 -3.002778 6.001608 0.56 -1.86 0.73
O -2.991917 -3.244970 5.063008 0.51 -0.71 0.73
C -2.917818 -2.366593 4.013231 0.04 0.47 -1.52
H -0.043913 -7.471784 8.820459 -0.03 0.19 0.10
H 0.870865 -6.550789 7.612503 0.07 -0.39 -0.40
H -0.753657 -7.320708 7.222706 0.23 0.04 -0.36
H -1.563778 -5.101216 6.515005 0.13 -0.18 -0.20
H 0.104687 -4.571140 6.770967 0.23 0.04 -0.08
H -1.384203 -2.617878 6.810941 -0.12 -0.18 -0.05
H -0.832612 -2.862542 8.454822 0.22 -0.10 0.02
H -2.891581 -3.989827 8.966920 0.76 0.18 0.44
H -4.665458 -4.007869 7.835843 -0.43 0.14 -0.25
H -3.593487 -5.010752 6.981792 0.39 0.02 -0.67
H -4.001555 -1.946046 6.268365 -0.25 0.02 0.42
H -4.966281 -3.303862 5.556223 -0.33 0.30 -0.10
H -2.615887 -1.343965 4.239451 0.11 0.27 0.68
H -3.860522 -2.271224 3.474423 -0.36 -0.12 -0.11
H -2.179958 -2.738899 3.302563 0.00 -0.13 0.00
```
Forces are in eV/Å.



> What is the total charge in the first record?

0